{"formula": "C57H162O24", "method": "ωB97M-V/def2-TZVPD", "homo_energy_ha": -0.353, "orbital_gap_ev": 9.968, "e_tot_ha": -4074.38512, "lumo_ha": 0.013, "symbols": ["C", "C", "C", "O", "H", "H", "H", "H", "H", "H", "H", "H", "C", "C", "C", "O", "H", "H", "H", "H", "H", "H", "H", "H", "C", "C", "C", "O", "H", "H", "H", "H", "H", "H", "H", "H", "C", "C", "C", "O", "H", "H", "H", "H", "H", "H", "H", "H", "C", "C", "C", "O", "H", "H", "H", "H", "H", "H", "H", "H", "C", "C", "C", "O", "H", "H", "H", "H", "H", "H", "H", "H", "C", "C", "C", "O", "H", "H", "H", "H", "H", "H", "H", "H", "C", "C", "C", "O", "H", "H", "H", "H", "H", "H", "H", "H", "C", "C", "C", "O", "H", "H", "H", "H", "H", "H", "H", "H", "C", "C", "O", "H", "H", "H", "H", "H", "H", "C", "C", "O", "H", "H", "H", "H", "H", "H", "C", "C", "O", "H", "H", "H", "H", "H", "H", "C", "C", "O", "H", "H", "H", "H", "H", "H", "C", "C", "O", "H", "H", "H", "H", "H", "H", "C", "C", "O", "H", "H", "H", "H", "H", "H", "C", "C", "O", "H", "H", "H", "H", "H", "H", "C", "C", "O", "H", "H", "H", "H", "H", "H", "C", "C", "O", "H", "H", "H", "H", "H", "H", "C", "C", "O", "H", "H", "H", "H", "H", "H", "C", "C", "O", "H", "H", "H", "H", "H", "H", "C", "C", "O", "H", "H", "H", "H", "H", "H", "C", "C", "O", "H", "H", "H", "H", "H", "H", "C", "C", "O", "H", "H", "H", "H", "H", "H", "C", "C", "O", "H", "H", "H", "H", "H", "H"], "coordinates": [[3.4686, 3.4117, -6.4421], [3.4146, 3.5250, -4.8859], [2.4081, 4.6655, -4.6417], [3.0570, 2.2449, -4.3382], [4.2121, 4.1896, -6.7236], [2.5098, 3.6515, -6.9562], [3.8251, 2.4405, -6.8239], [4.3523, 3.7342, -4.3915], [2.5074, 5.4652, -5.3137], [2.4890, 4.9755, -3.5423], [1.4333, 4.2146, -4.7090], [3.3732, 2.0955, -3.4309], [3.3643, 0.1657, 4.9686], [4.2867, 0.8279, 3.9761], [3.5957, 2.0820, 3.3508], [5.3929, 1.2176, 4.7800], [3.1406, 0.9273, 5.7377], [3.9894, -0.6191, 5.3772], [2.4627, -0.2210, 4.5643], [4.5612, 0.1039, 3.0913], [3.3020, 2.7409, 4.1659], [2.7059, 1.8115, 2.7775], [4.3283, 2.5404, 2.7627], [6.1368, 1.6221, 4.2474], [-2.2801, 1.7321, -2.4717], [-1.2373, 1.5105, -3.5713], [-1.6734, 2.1580, -4.9105], [0.0158, 1.9472, -3.1003], [-2.4144, 2.8402, -2.5185], [-1.7890, 1.5312, -1.4881], [-3.2405, 1.2347, -2.4416], [-1.2106, 0.4107, -3.8040], [-1.8046, 3.2418, -4.8303], [-2.6461, 1.7873, -5.1739], [-0.9235, 1.9348, -5.5751], [0.6190, 1.7911, -3.8391], [0.9821, -2.3462, 8.1722], [2.2742, -1.7561, 7.6658], [2.5528, -0.4827, 8.4135], [3.3756, -2.6604, 7.8383], [0.1574, -1.6526, 8.0441], [0.9949, -2.5421, 9.2228], [0.8139, -3.3983, 7.7752], [2.2452, -1.3938, 6.6007], [3.4444, 0.0040, 7.9883], [2.7361, -0.6821, 9.4963], [1.7661, 0.2942, 8.3878], [3.2255, -3.4232, 7.3074], [-3.4548, -0.8740, 2.9711], [-3.4140, -1.6157, 4.2950], [-2.1741, -2.5420, 4.3870], [-3.2146, -0.6021, 5.3221], [-4.2542, -0.2014, 3.0263], [-3.4643, -1.4359, 2.0342], [-2.4977, -0.3657, 2.9888], [-4.3261, -2.2737, 4.5329], [-2.1330, -3.2256, 3.5062], [-2.1365, -3.1392, 5.3046], [-1.2639, -1.9326, 4.4053], [-4.0212, -0.0921, 5.5080], [0.9454, -0.3956, -10.6599], [1.6451, 0.6028, -9.7667], [0.6352, 1.6648, -9.3368], [2.0696, -0.2449, -8.6719], [1.5856, -1.2581, -10.9228], [0.5296, 0.1738, -11.5254], [0.1401, -0.8685, -10.1004], [2.5043, 1.1445, -10.1869], [0.3361, 2.3441, -10.1782], [0.7489, 2.1700, -8.4187], [-0.2001, 1.0290, -9.1618], [2.3000, 0.2435, -7.8789], [-5.6775, 2.6078, -1.2471], [-6.1125, 1.7113, -0.0454], [-5.5413, 0.2697, -0.2090], [-5.5974, 2.2202, 1.2163], [-4.6002, 2.6115, -1.3922], [-6.0295, 3.6412, -1.1051], [-6.1056, 2.1957, -2.2314], [-7.2029, 1.7550, 0.0439], [-4.4157, 0.3576, -0.1429], [-5.9483, -0.2237, -1.0815], [-5.8149, -0.2734, 0.7020], [-5.3348, 3.1564, 1.1542], [0.2076, -0.2798, 1.6533], [-0.1452, -0.2853, 0.1470], [0.5454, -1.3683, -0.5176], [-1.5852, -0.4519, -0.0150], [-0.6168, 0.1027, 2.2193], [1.1651, 0.2279, 1.9504], [0.2538, -1.3216, 2.0078], [0.1097, 0.6711, -0.2323], [0.3030, -2.2345, 0.0148], [1.6472, -1.3024, -0.5101], [0.2733, -1.5523, -1.5922], [-2.0538, 0.2447, 0.4119], [-4.6284, -3.4319, -1.9387], [-3.6958, -2.6384, -1.0613], [-2.7356, -3.5808, -0.2375], [-2.8978, -1.7930, -1.9314], [-4.0720, -4.0421, -2.6254], [-5.2957, -2.8496, -2.5407], [-5.2181, -4.1551, -1.3133], [-4.2524, -2.0821, -0.3026], [-3.2189, -4.4189, 0.2929], [-2.1035, -3.1057, 0.5065], [-2.0398, -4.0567, -0.9308], [-2.3742, -1.2744, -1.3164], [-1.1731, 3.1892, 1.0890], [-2.6635, 3.0315, 1.0420], [-2.9450, 1.6641, 1.3192], [-0.7243, 2.8491, 0.1220], [-0.7706, 2.5481, 1.9742], [-0.7392, 4.2202, 1.2863], [-3.0798, 3.2217, 0.0704], [-3.1021, 3.6524, 1.8029], [-3.9122, 1.6782, 1.3588], [-2.3318, 2.8384, 4.7731], [-1.1289, 2.1447, 5.4667], [-0.7513, 0.9244, 4.8793], [-1.9915, 3.5293, 3.9912], [-2.8820, 3.5351, 5.4341], [-3.0918, 2.0830, 4.4414], [-1.4998, 1.9044, 6.4438], [-0.2819, 2.7633, 5.4350], [-1.5170, 0.3209, 4.9454], [4.7646, -3.1875, 0.0460], [5.5766, -2.0102, 0.6136], [4.6677, -0.9184, 0.8085], [4.1932, -2.8526, -0.8064], [4.1291, -3.5592, 0.8332], [5.4084, -3.9724, -0.2289], [6.2584, -1.7145, -0.1500], [6.1266, -2.2755, 1.5609], [5.0402, -0.1729, 0.3190], [2.7380, 3.5359, -0.2446], [3.1916, 2.2234, -0.8053], [4.1349, 2.4105, -1.9069], [3.6608, 4.1461, 0.0607], [2.2715, 3.5211, 0.6723], [2.1333, 4.1991, -0.9026], [2.3926, 1.6164, -1.2726], [3.6990, 1.6195, 0.0370], [4.9861, 2.1425, -1.5698], [-3.3619, -1.8382, -5.0718], [-4.3690, -0.7494, -5.0294], [-4.7774, -0.4039, -3.6672], [-2.9836, -1.8913, -6.0785], [-3.8045, -2.8523, -4.8059], [-2.5224, -1.5847, -4.4503], [-5.3156, -0.9820, -5.5643], [-3.9188, 0.1400, -5.5743], [-4.1599, -0.8433, -3.1359], [1.1471, -2.0160, -5.6976], [1.3670, -0.5847, -5.2922], [2.4875, -0.1100, -5.9192], [1.1232, -2.0081, -6.7631], [0.2073, -2.3800, -5.2829], [2.0581, -2.4659, -5.3836], [1.5193, -0.6315, -4.1680], [0.5109, -0.0216, -5.5647], [2.7111, 0.7509, -5.4711], [-5.9205, -5.2634, 1.7359], [-5.5140, -4.2712, 2.8731], [-6.3348, -4.5477, 4.0144], [-5.4897, -5.0003, 0.7704], [-6.9629, -5.1829, 1.6984], [-5.6366, -6.2940, 2.0195], [-5.6274, -3.2993, 2.4747], [-4.4993, -4.4762, 3.1977], [-6.2346, -3.8104, 4.6650], [-3.0440, 6.6037, 1.0991], [-4.4469, 6.1887, 0.6738], [-4.9629, 5.3322, 1.6055], [-2.4185, 5.7317, 1.0848], [-3.0962, 6.9282, 2.1326], [-2.5418, 7.2932, 0.4331], [-4.3404, 5.5620, -0.1630], [-5.1299, 7.0046, 0.4118], [-4.9826, 5.7196, 2.4804], [4.6818, -1.4165, -3.3643], [6.1365, -1.4541, -3.7644], [6.8296, -0.1872, -3.4738], [4.5622, -1.3384, -2.3321], [4.2733, -2.4895, -3.4481], [4.1471, -0.6198, -3.8958], [6.1828, -1.5832, -4.8141], [6.6551, -2.2171, -3.1970], [6.3842, 0.4808, -4.0380], [-7.3619, -0.0252, 3.9004], [-7.3053, -0.2008, 5.4033], [-5.9419, -0.2315, 5.9031], [-6.7211, 0.7517, 3.5179], [-8.3756, 0.1760, 3.5116], [-7.1241, -0.9778, 3.3113], [-7.8736, -1.1067, 5.6843], [-7.7544, 0.6630, 5.7736], [-5.9957, -0.5674, 6.7929], [6.7440, -4.0732, 5.3296], [6.1762, -2.7240, 4.8585], [4.8914, -2.5624, 5.3251], [6.0270, -4.6445, 5.9595], [7.7070, -3.8444, 5.9402], [7.0067, -4.6977, 4.3831], [6.1561, -2.7232, 3.7914], [6.7764, -1.9415, 5.2713], [4.8208, -2.3994, 6.3140], [0.1025, -7.3849, -3.4777], [-0.3885, -6.2879, -2.5477], [-1.2671, -5.3048, -3.0272], [0.8537, -7.9501, -2.9131], [0.5371, -7.0095, -4.4040], [-0.6971, -8.0565, -3.7609], [0.5295, -5.7431, -2.1480], [-0.7643, -6.7568, -1.6619], [-2.1261, -5.4840, -2.7530], [-1.3836, 5.9090, -2.7981], [-0.4591, 7.0791, -2.9326], [-0.2520, 7.5528, -4.2540], [-2.3538, 6.2232, -3.0422], [-1.2936, 5.5074, -1.8076], [-0.9635, 5.0847, -3.3849], [0.5228, 6.9084, -2.5879], [-0.9750, 7.8918, -2.3615], [-0.8417, 7.1287, -4.8985], [1.0432, -4.0060, 4.6647], [2.3343, -4.1942, 3.9884], [3.2941, -4.7825, 4.7932], [0.2931, -3.5154, 3.9944], [1.0412, -3.3772, 5.5463], [0.6174, -5.0110, 4.9586], [2.7316, -3.2263, 3.6194], [2.1633, -4.8170, 3.0381], [4.0322, -4.1590, 4.8817], [7.0726, 1.3978, 1.4185], [7.3378, 1.4304, -0.0608], [6.2810, 0.8921, -0.8153], [6.2084, 2.0303, 1.6582], [7.9637, 1.7593, 1.9202], [6.8893, 0.3769, 1.7594], [8.2994, 1.0363, -0.3838], [7.4193, 2.4289, -0.4617], [6.5944, 0.5380, -1.6899]], "forces_ev_per_a": [[0.991, 0.306, 0.233], [-0.756, -0.304, -1.000], [0.342, -1.765, 3.627], [-1.214, -0.306, -0.845], [-0.502, -0.477, -0.290], [0.524, -0.176, 0.646], [-0.022, 0.314, 0.314], [0.595, 0.480, -0.496], [0.261, 1.121, -0.730], [-0.082, 0.059, -1.509], [-0.642, -0.041, -0.322], [0.328, 0.634, 0.105], [1.293, 0.661, 0.572], [-0.926, -0.019, -1.929], [-0.216, -1.613, 1.387], [1.681, 0.607, -0.920], [-0.053, -0.440, -0.183], [-0.488, -0.194, 0.388], [-0.808, -0.337, -0.541], [-0.214, 1.148, 1.709], [-0.012, 0.150, 0.006], [0.177, -0.011, -0.083], [0.846, 1.116, -1.229], [-1.477, -0.730, 0.656], [1.586, 1.760, 1.136], [-1.961, -1.630, -0.582], [-0.854, 0.820, 2.801], [-0.009, 0.163, -0.330], [-0.397, -0.543, 0.381], [-0.355, 0.062, -0.718], [0.039, -0.296, -0.796], [0.250, 0.569, 0.314], [0.302, 0.017, 0.153], [-0.267, -0.501, -0.410], [1.462, -0.452, -2.195], [0.436, 0.177, 0.251], [-0.233, -1.772, -0.752], [-0.304, 0.902, -0.686], [1.057, 0.903, 1.239], [0.341, 1.380, 0.660], [-0.273, -0.203, -0.576], [0.549, 0.168, 0.988], [-0.235, 1.434, -0.105], [-0.392, -0.989, 0.651], [-0.116, -0.175, 0.293], [0.007, 0.037, -0.696], [0.017, -0.725, -0.335], [-0.424, -1.110, -0.745], [1.231, -1.178, 0.420], [-0.028, -1.300, 0.816], [-0.279, 0.087, -0.362], [0.046, -0.511, -0.049], [-1.143, 1.279, -0.290], [-0.259, -0.376, 0.274], [-0.058, 0.602, -0.332], [0.947, 1.236, -0.347], [-0.046, 0.472, 0.600], [-0.282, 0.075, -0.144], [-0.108, 0.024, -0.233], [-0.062, -0.499, -0.400], [0.196, 0.291, -1.064], [0.569, -0.138, 1.319], [-0.925, -0.805, -1.678], [-0.194, 0.477, -0.690], [-0.026, 0.774, -0.331], [0.281, -0.901, 0.275], [-0.236, 0.331, 0.101], [0.101, -0.627, -0.338], [0.524, -0.427, 0.798], [0.926, 0.869, 0.921], [-1.377, -0.148, 0.293], [0.100, 0.154, 0.356], [-1.050, -0.782, -0.593], [0.963, 0.276, -0.835], [0.312, 1.396, 1.468], [0.158, 0.055, -0.245], [0.104, -0.027, 0.217], [0.048, -0.263, -0.100], [0.451, 0.584, 1.496], [0.082, -0.349, -0.149], [-1.187, -0.288, -0.745], [0.309, -0.097, -0.274], [-0.140, -0.204, -0.171], [-0.457, -0.127, -0.106], [0.449, -0.703, 0.050], [-1.095, 1.227, 2.023], [1.285, -0.909, -2.813], [1.566, -1.570, -0.675], [-0.279, 0.842, 0.343], [-0.914, -0.371, -0.542], [0.290, 0.098, -0.138], [0.275, 1.069, -0.726], [-0.326, -1.746, 0.660], [-0.388, 0.374, 0.272], [-0.035, 0.416, 0.868], [-0.619, 1.374, 0.903], [-0.443, -1.252, 1.134], [1.383, -0.826, 0.496], [-0.173, -0.511, -0.656], [-1.405, -0.823, 0.454], [0.540, -0.309, -0.397], [-0.441, 0.606, -0.106], [0.326, 0.748, -0.504], [-0.119, 0.475, -0.326], [-0.361, 0.425, -0.240], [-0.162, 0.631, 0.001], [0.021, 0.066, -0.199], [0.712, 0.681, 0.338], [2.297, -0.224, 0.685], [0.863, -0.478, 0.497], [0.213, 0.050, 0.080], [-0.118, 0.060, 0.862], [-0.634, 0.900, -1.620], [-0.956, -0.956, -0.330], [-0.139, 0.750, -0.587], [-0.503, 0.327, 0.235], [-0.450, -0.545, 0.190], [-0.324, 0.277, -0.024], [-2.382, -0.741, -0.550], [-0.008, -0.477, -0.698], [-0.177, -0.659, -0.431], [0.361, -0.482, 0.255], [0.840, 0.693, -0.114], [0.350, 0.278, 1.103], [1.128, 0.890, 0.399], [0.175, 0.231, 0.084], [0.205, 1.157, 1.257], [-1.096, -0.415, 0.153], [0.274, -0.148, 0.317], [-0.248, 0.021, -0.133], [-0.579, -0.151, 0.096], [0.895, -1.117, -0.505], [1.034, 0.239, -0.397], [-0.543, 0.268, -0.846], [0.017, 0.038, -0.036], [2.164, 2.388, -1.348], [0.571, -1.255, 0.113], [-0.866, 0.289, 0.678], [-0.898, -0.723, -0.819], [-1.564, -0.815, 2.037], [0.429, -0.723, 0.078], [0.058, 0.305, 0.683], [-0.798, 0.726, -1.351], [0.741, -0.376, 0.155], [-0.669, -1.635, -0.103], [-1.204, 1.645, -0.011], [-1.060, 0.856, -2.659], [0.149, -0.247, -0.553], [0.736, 1.260, -0.113], [0.339, -0.182, 0.519], [0.650, -0.048, 0.173], [-0.603, -0.638, 0.854], [1.701, -1.042, 1.852], [-0.238, 1.112, -0.057], [-0.527, -1.471, 2.132], [1.816, 1.950, -0.091], [-0.181, -0.378, -0.952], [0.326, -0.399, 0.126], [0.372, -1.308, 0.347], [-0.374, 0.618, -0.871], [-1.099, 0.934, 0.043], [0.023, -0.751, -0.455], [1.591, 0.084, 1.531], [0.115, -2.401, -0.268], [-0.262, 1.165, 0.446], [0.092, 0.034, 0.151], [-1.696, -0.145, -0.385], [-0.176, 0.476, -0.249], [-0.108, 1.400, -0.050], [0.491, 0.352, -0.326], [-0.038, -0.925, -0.856], [-0.377, -0.038, -0.152], [1.186, 1.142, -0.444], [-1.365, -1.535, 1.439], [0.235, -0.592, 0.121], [0.278, 0.567, 0.121], [-0.187, 0.590, 0.049], [0.016, -0.520, -1.642], [0.157, 0.139, 0.201], [-0.026, 0.195, 0.207], [-0.172, -1.885, -0.921], [-0.190, 1.249, 1.076], [-0.864, 0.018, -0.283], [0.034, 0.972, 1.959], [0.176, 1.615, -0.863], [-0.247, -0.602, 0.013], [0.408, -0.587, -1.054], [0.306, -0.112, -0.194], [0.451, -0.462, 0.473], [-0.032, -2.067, -1.630], [0.605, -0.945, -1.048], [-0.771, -0.185, -0.848], [0.343, 0.386, 0.057], [0.193, 0.214, 0.691], [0.153, 1.060, 0.971], [0.357, 0.392, 0.116], [-1.013, 1.323, 1.187], [0.142, -0.136, 0.500], [2.086, -0.617, -0.607], [0.799, -1.223, 1.314], [-2.178, 0.432, 1.409], [0.508, 0.424, -0.455], [-1.548, -0.877, -1.024], [-0.252, 0.758, 1.906], [-0.120, 0.445, -0.727], [0.672, 0.755, -0.260], [0.302, -0.313, -1.470], [-0.169, 0.267, -0.118], [2.177, 0.732, 0.881], [2.081, 0.440, -1.288], [-0.077, 0.015, -0.258], [0.126, 0.144, 0.118], [-0.266, -0.256, -0.020], [-0.943, -0.421, -0.656], [-0.635, -0.373, 0.630], [-2.281, -0.546, 0.673], [2.411, -0.954, -0.349], [-1.544, 1.499, -0.065], [-0.339, -0.136, -0.897], [-1.503, -0.112, -0.402], [-0.416, 0.052, 0.855], [-0.602, -0.009, -0.446], [0.990, -0.331, 0.957], [0.861, -0.204, -0.150], [0.171, 0.115, 0.535], [-2.544, -0.687, 0.143], [0.487, 0.494, -2.619], [0.777, -0.729, 0.764], [0.650, -0.552, 0.260], [0.448, 0.097, 0.272], [0.347, 1.001, -0.206], [-0.289, -0.211, 0.095], [0.260, 0.597, 1.187], [-0.228, 0.046, 0.137], [-0.035, -0.175, -0.227], [0.669, 0.960, -1.015], [-0.751, -1.241, -0.933], [0.206, -0.179, 0.062], [0.034, 0.216, 0.241], [-0.092, 0.059, 0.008], [0.091, -0.821, 0.433], [0.167, 1.028, 0.588], [-0.228, 0.151, 0.672]]}